No. 1
# C23H15N3PtS2

A molecular structure, C23H15N3PtS2 (ωB97M-V with the def2-TZVPD basis set, the OMol25 dataset).

Calculated total energy   -1965.3288 Ha
Relative energy (zero: lowest compared OMol25 entry of this formula, charge and spin)   0.0 kcal per mole
F_max   1.296 eV/Å
Orbital gap   6.70 eV
LUMO energy   -1.837 eV
Multiplicity   1

CARTESIAN COORDINATES (ANGSTROEM)
1 Pt 0.2912 0.1071 -0.8561
2 S 1.5278 1.4899 0.4641
3 C 2.9381 0.5618 0.1194
4 S 2.4472 -0.8249 -0.7556
5 C 4.2142 0.9032 0.4554
6 C 5.3060 0.0497 0.1149
7 N 6.1856 -0.6371 -0.1648
8 C 4.4689 2.1264 1.1461
9 N 4.6574 3.1274 1.6818
10 N -1.1343 0.9293 -1.8159
11 C -1.9767 1.8714 -1.9260
12 C -1.7494 3.1839 -1.2616
13 C -2.7869 3.8103 -0.5735
14 C -2.5483 4.9908 0.1122
15 C -1.2835 5.5631 0.0946
16 C -0.2525 4.9501 -0.6037
17 C -0.4820 3.7591 -1.2737
18 C -3.2054 1.6720 -2.7432
19 C -3.8437 2.7464 -3.3582
20 C -4.9669 2.5312 -4.1424
21 C -5.4658 1.2474 -4.3054
22 C -4.8336 0.1720 -3.6928
23 C -3.7041 0.3820 -2.9223
24 H -3.7731 3.3636 -0.5617
25 H -3.3516 5.4641 0.6613
26 H -1.1011 6.4877 0.6262
27 H 0.7338 5.3947 -0.6208
28 H 0.3197 3.2722 -1.8137
29 H -3.4534 3.7481 -3.2353
30 H -5.4515 3.3685 -4.6270
31 H -6.3469 1.0827 -4.9118
32 H -5.2210 -0.8303 -3.8198
33 H -3.1932 -0.4480 -2.4520
34 C -1.4705 -3.1643 2.1525
35 C -0.1077 -2.9354 2.2340
36 C 0.5230 -2.0375 1.3766
37 C -0.2356 -1.3661 0.4375
38 C -1.6100 -1.5737 0.3538
39 C -2.2235 -2.4777 1.2099
40 H -1.9447 -3.8681 2.8234
41 H 0.4918 -3.4524 2.9719
42 H 1.5849 -1.8791 1.4769
43 H -2.2140 -1.0411 -0.3680
44 H -3.2913 -2.6365 1.1359

Force components x, y, z for each atom (eV/Å):
Pt 1.3 0.1 -0.1
S -0.4 0.1 0.0
C 0.6 0.1 0.2
S -0.3 -0.4 -0.2
C -0.1 0.0 0.1
C 0.1 0.1 0.0
N -0.1 0.0 0.0
C 0.1 0.0 -0.1
N -0.1 0.0 0.0
N -0.7 -0.2 0.4
C 0.1 -0.1 -0.2
C 0.0 0.0 0.1
C 0.0 0.0 0.0
C 0.0 0.0 0.0
C 0.0 0.0 0.0
C 0.0 0.0 0.0
C 0.0 0.0 0.0
C 0.1 0.0 0.0
C 0.0 0.0 0.0
C 0.0 0.0 0.0
C 0.0 0.0 0.0
C 0.0 0.0 0.0
C 0.0 0.0 0.0
H 0.0 0.0 0.0
H 0.0 0.0 0.0
H 0.0 0.0 0.0
H 0.0 0.0 0.0
H 0.0 0.0 0.0
H 0.0 0.0 0.0
H 0.0 0.0 0.0
H 0.0 0.0 0.0
H 0.0 0.0 0.0
H 0.0 0.0 0.0
C 0.0 0.0 0.0
C 0.0 0.0 -0.1
C 0.2 0.0 0.2
C -0.5 0.3 -0.3
C -0.1 -0.1 0.0
C 0.1 -0.1 0.0
H 0.0 0.0 0.0
H 0.0 0.0 0.0
H 0.0 0.0 0.0
H 0.0 0.0 0.0
H 0.0 0.0 0.0

No. 2
# C23H16AsBeO6

A molecular structure, C23H16AsBeO6 (ωB97M-V with the def2-TZVPD basis set, the OMol25 dataset).

Calculated total energy   -3587.6821 Ha
Relative energy (zero: lowest compared OMol25 entry of this formula, charge and spin)   41.0 kcal per mole
F_max   4.549 eV/Å
Orbital gap (alpha / beta)   6.14 / 6.28 eV
Net charge   +1
LUMO energy (alpha / beta)   -5.227 / -5.184 eV
Multiplicity   1

CARTESIAN COORDINATES (ANGSTROEM)
1 O 0.1316 3.3535 -3.3933
2 C -0.1795 4.3368 -3.9032
3 Be 0.1305 -0.4088 -2.3492
4 C -0.4366 -2.0842 -2.9288
5 O -0.1415 -3.2363 -2.7358
6 C -1.5221 -0.0078 -3.7408
7 O -2.0124 0.6639 -4.6121
8 C 1.3078 -0.9363 -3.6183
9 O 2.0568 -1.3255 -4.4124
10 C -1.6905 -1.4959 -3.5666
11 O -2.6713 -2.1459 -3.9362
12 H -0.8099 0.5307 -2.7596
13 O 0.6679 0.3065 -1.1413
14 As 0.2531 0.0990 0.5465
15 C -0.9897 -1.3771 0.6545
16 C -2.1972 -1.3414 -0.0503
17 C -3.0895 -2.4157 0.0476
18 C -2.7708 -3.5209 0.8359
19 C -1.5651 -3.5485 1.5512
20 C -0.6790 -2.4658 1.4791
21 C 2.0127 -0.2258 1.2199
22 C 2.1817 -0.4220 2.6008
23 C 3.4595 -0.6452 3.1233
24 C 4.5676 -0.6658 2.2683
25 C 4.3954 -0.4639 0.8936
26 C 3.1194 -0.2424 0.3624
27 C -0.4530 1.8209 0.9783
28 C -1.8287 2.0744 0.8759
29 C -2.3113 3.3674 1.1056
30 C -1.4294 4.3916 1.4639
31 C -0.0602 4.1245 1.6101
32 C 0.4317 2.8388 1.3628
33 H -2.4499 -0.4918 -0.6828
34 H -4.0313 -2.3660 -0.5055
35 H -3.4701 -4.3583 0.8972
36 H -1.3097 -4.4136 2.1606
37 H 0.2567 -2.4621 2.0409
38 H 1.3137 -0.3788 3.2574
39 H 3.5824 -0.7939 4.1957
40 H 5.5666 -0.8440 2.6717
41 H 5.2495 -0.4936 0.2138
42 H 2.9913 -0.1018 -0.7120
43 H -2.5101 1.2716 0.5914
44 H -3.3770 3.5718 0.9864
45 H -1.8085 5.3975 1.6414
46 H 0.6238 4.9155 1.9274
47 H 1.4945 2.6147 1.4846

Force components x, y, z for each atom (eV/Å):
O -0.8 2.3 -1.2
C 0.8 -2.4 1.2
Be 2.3 -1.7 0.7
C -0.3 0.0 2.5
O -0.6 0.5 -0.8
C -1.3 1.6 -0.7
O 1.5 -1.0 2.3
C 3.3 0.6 -3.1
O -2.7 0.7 2.8
C -1.6 -3.0 -2.6
O 1.7 1.9 1.3
H -2.0 0.5 -2.4
O -0.7 -0.4 0.6
As 0.6 0.2 -1.8
C 0.0 0.0 0.5
C -0.1 -0.3 0.0
C 0.2 0.4 -0.2
C 0.3 0.1 0.1
C 0.0 0.3 -0.2
C -0.1 -0.1 -0.2
C 0.2 -0.1 0.9
C 0.3 0.1 -0.2
C -0.1 0.1 -0.2
C -0.3 0.0 -0.2
C -0.3 0.0 0.1
C 0.0 -0.1 0.0
C -0.3 0.3 0.6
C 0.2 0.1 -0.1
C 0.2 -0.2 -0.1
C 0.3 -0.3 0.0
C -0.2 -0.2 -0.1
C -0.1 0.0 0.0
H 0.0 -0.1 0.1
H 0.3 -0.1 0.2
H 0.3 0.3 0.0
H -0.1 0.2 -0.1
H -0.3 -0.2 -0.1
H 0.2 -0.1 0.0
H 0.0 0.0 -0.3
H -0.3 0.1 -0.1
H -0.2 0.0 0.3
H 0.0 0.0 0.4
H 0.1 0.3 0.2
H 0.3 -0.1 0.1
H 0.1 -0.3 0.0
H -0.2 -0.3 -0.2
H -0.3 0.2 -0.1

No. 3
# C23H16AsO6Pb

A molecular structure, C23H16AsO6Pb (ωB97M-V with the def2-TZVPD basis set, the OMol25 dataset).

Calculated total energy   -3765.6776 Ha
Relative energy (zero: lowest compared OMol25 entry of this formula, charge and spin)   31.7 kcal per mole
F_max   11.302 eV/Å
Orbital gap (alpha / beta)   5.95 / 5.95 eV
Net charge   +1
LUMO energy (alpha / beta)   -4.050 / -4.048 eV
Multiplicity   1

CARTESIAN COORDINATES (ANGSTROEM)
1 O 4.8859 -1.3694 -3.4623
2 C 4.7267 -2.5134 -3.7079
3 Pb 0.0792 -2.5604 -1.7868
4 O -1.7164 -0.5662 -3.9392
5 C -1.2286 -1.3939 -3.2528
6 C -2.2753 -3.5151 -0.7511
7 O -3.1947 -3.6715 -0.1012
8 C -0.5883 -5.9145 0.7249
9 O 0.1066 -6.8222 1.0653
10 C -0.5899 -4.7977 -3.5621
11 O -0.8892 -5.4105 -4.4788
12 H 1.7942 -3.0299 -1.5025
13 O 0.1635 -1.1769 0.0545
14 As -0.0338 0.3873 0.5272
15 C -1.7878 0.5248 1.2194
16 C -2.8833 0.0690 0.4768
17 C -4.1737 0.1918 1.0243
18 C -4.3631 0.6478 2.3248
19 C -3.2261 0.9873 3.1158
20 C -1.9546 0.8933 2.5555
21 C 1.4074 0.6856 1.7281
22 C 1.8849 1.9793 1.8922
23 C 2.9702 2.2189 2.7575
24 C 3.5748 1.1570 3.4294
25 C 3.1039 -0.1600 3.2216
26 C 2.0314 -0.3991 2.3586
27 C 0.2523 1.4522 -1.0401
28 C -0.8385 2.1202 -1.6334
29 C -0.6219 2.9297 -2.7617
30 C 0.6646 3.0502 -3.3235
31 C 1.7429 2.3198 -2.7585
32 C 1.5044 1.5032 -1.6404
33 H -2.7571 -0.3479 -0.5117
34 H -5.0662 -0.1047 0.4250
35 H -5.3702 0.6938 2.7780
36 H -3.3661 1.2975 4.1451
37 H -1.0728 1.1297 3.1619
38 H 1.4101 2.7869 1.3438
39 H 3.3081 3.2480 2.8866
40 H 4.4376 1.3621 4.0901
41 H 3.6138 -0.9798 3.7547
42 H 1.7036 -1.4234 2.2081
43 H -1.8281 2.0336 -1.2016
44 H -1.4747 3.4836 -3.2226
45 H 0.8321 3.6833 -4.2070
46 H 2.7467 2.3958 -3.2123
47 H 2.3556 0.9250 -1.2119

Force components x, y, z for each atom (eV/Å):
O -0.8 -5.6 -1.2
C 0.8 5.6 1.2
Pb 2.2 -1.8 4.0
O 2.4 -3.9 4.1
C -4.8 6.4 -8.0
C -2.9 -1.0 1.3
O 1.5 0.4 -0.8
C 4.2 -5.4 2.0
O -4.2 5.4 -2.0
C -0.8 -1.7 -2.5
O 0.7 1.4 2.2
H 1.7 -0.1 -0.4
O 0.0 -1.5 -0.6
As 0.7 0.1 -0.4
C -0.6 -0.3 0.5
C -0.5 0.7 0.6
C -0.4 -0.5 -0.6
C 0.8 0.2 0.9
C -0.9 -0.5 -0.9
C 0.0 0.6 0.3
C 0.2 0.2 0.3
C 0.4 0.0 0.6
C -0.5 0.0 -0.4
C -0.1 -0.2 -0.2
C 0.4 0.5 0.2
C 0.3 0.1 0.5
C -1.1 0.5 -0.5
C 0.8 0.4 -0.2
C -0.2 0.1 -0.4
C 0.2 -0.6 0.6
C -0.8 0.2 -0.3
C 1.4 0.0 0.0
H 0.0 0.1 -0.2
H 0.9 0.2 0.5
H 0.7 0.0 -0.4
H 0.1 0.0 -0.1
H -0.4 0.0 -0.2
H 0.1 0.1 0.2
H 0.0 -0.4 0.0
H -0.7 -0.3 -0.4
H -0.5 0.4 -0.5
H -0.1 0.2 -0.1
H 0.0 0.1 0.0
H 0.8 -0.6 0.5
H -0.1 -0.3 0.5
H -0.7 -0.2 0.4
H -0.7 0.5 -0.3

Which value of relative energy (zero: lowest compared OMol25 entry of this formula, charge and spin) does entry 3 give? 31.7 kcal per mole

What is the multiplicity in the first record? 1

Please write out number 3 again, unchanged.
# C23H16AsO6Pb

A molecular structure, C23H16AsO6Pb (ωB97M-V with the def2-TZVPD basis set, the OMol25 dataset).

Calculated total energy   -3765.6776 Ha
Relative energy (zero: lowest compared OMol25 entry of this formula, charge and spin)   31.7 kcal per mole
F_max   11.302 eV/Å
Orbital gap (alpha / beta)   5.95 / 5.95 eV
Net charge   +1
LUMO energy (alpha / beta)   -4.050 / -4.048 eV
Multiplicity   1

CARTESIAN COORDINATES (ANGSTROEM)
1 O 4.8859 -1.3694 -3.4623
2 C 4.7267 -2.5134 -3.7079
3 Pb 0.0792 -2.5604 -1.7868
4 O -1.7164 -0.5662 -3.9392
5 C -1.2286 -1.3939 -3.2528
6 C -2.2753 -3.5151 -0.7511
7 O -3.1947 -3.6715 -0.1012
8 C -0.5883 -5.9145 0.7249
9 O 0.1066 -6.8222 1.0653
10 C -0.5899 -4.7977 -3.5621
11 O -0.8892 -5.4105 -4.4788
12 H 1.7942 -3.0299 -1.5025
13 O 0.1635 -1.1769 0.0545
14 As -0.0338 0.3873 0.5272
15 C -1.7878 0.5248 1.2194
16 C -2.8833 0.0690 0.4768
17 C -4.1737 0.1918 1.0243
18 C -4.3631 0.6478 2.3248
19 C -3.2261 0.9873 3.1158
20 C -1.9546 0.8933 2.5555
21 C 1.4074 0.6856 1.7281
22 C 1.8849 1.9793 1.8922
23 C 2.9702 2.2189 2.7575
24 C 3.5748 1.1570 3.4294
25 C 3.1039 -0.1600 3.2216
26 C 2.0314 -0.3991 2.3586
27 C 0.2523 1.4522 -1.0401
28 C -0.8385 2.1202 -1.6334
29 C -0.6219 2.9297 -2.7617
30 C 0.6646 3.0502 -3.3235
31 C 1.7429 2.3198 -2.7585
32 C 1.5044 1.5032 -1.6404
33 H -2.7571 -0.3479 -0.5117
34 H -5.0662 -0.1047 0.4250
35 H -5.3702 0.6938 2.7780
36 H -3.3661 1.2975 4.1451
37 H -1.0728 1.1297 3.1619
38 H 1.4101 2.7869 1.3438
39 H 3.3081 3.2480 2.8866
40 H 4.4376 1.3621 4.0901
41 H 3.6138 -0.9798 3.7547
42 H 1.7036 -1.4234 2.2081
43 H -1.8281 2.0336 -1.2016
44 H -1.4747 3.4836 -3.2226
45 H 0.8321 3.6833 -4.2070
46 H 2.7467 2.3958 -3.2123
47 H 2.3556 0.9250 -1.2119

Force components x, y, z for each atom (eV/Å):
O -0.8 -5.6 -1.2
C 0.8 5.6 1.2
Pb 2.2 -1.8 4.0
O 2.4 -3.9 4.1
C -4.8 6.4 -8.0
C -2.9 -1.0 1.3
O 1.5 0.4 -0.8
C 4.2 -5.4 2.0
O -4.2 5.4 -2.0
C -0.8 -1.7 -2.5
O 0.7 1.4 2.2
H 1.7 -0.1 -0.4
O 0.0 -1.5 -0.6
As 0.7 0.1 -0.4
C -0.6 -0.3 0.5
C -0.5 0.7 0.6
C -0.4 -0.5 -0.6
C 0.8 0.2 0.9
C -0.9 -0.5 -0.9
C 0.0 0.6 0.3
C 0.2 0.2 0.3
C 0.4 0.0 0.6
C -0.5 0.0 -0.4
C -0.1 -0.2 -0.2
C 0.4 0.5 0.2
C 0.3 0.1 0.5
C -1.1 0.5 -0.5
C 0.8 0.4 -0.2
C -0.2 0.1 -0.4
C 0.2 -0.6 0.6
C -0.8 0.2 -0.3
C 1.4 0.0 0.0
H 0.0 0.1 -0.2
H 0.9 0.2 0.5
H 0.7 0.0 -0.4
H 0.1 0.0 -0.1
H -0.4 0.0 -0.2
H 0.1 0.1 0.2
H 0.0 -0.4 0.0
H -0.7 -0.3 -0.4
H -0.5 0.4 -0.5
H -0.1 0.2 -0.1
H 0.0 0.1 0.0
H 0.8 -0.6 0.5
H -0.1 -0.3 0.5
H -0.7 -0.2 0.4
H -0.7 0.5 -0.3